[1]
Here is a structure of composition C26H29CoN2O6P4 from OMol25. Energies are from ωB97M-V with the def2-TZVPD basis set.

```
68
Properties=species:S:1:pos:R:3:forces:R:3:mulliken_spin:R:1
Co 0.509747 0.497991 0.268664 0.41 0.24 0.67 1.0692
N 3.088001 2.828752 2.718996 0.09 0.04 -0.01 -0.0002
C 1.936781 1.991993 3.246940 0.03 0.12 0.23 0.0008
C 1.858990 2.220234 4.752266 0.00 -0.04 -0.02 0.0000
P 0.481140 2.657660 2.357922 -0.04 0.15 -0.27 0.0029
O -0.710320 1.685158 2.813585 -0.09 -0.04 0.07 0.0093
O 0.319342 4.066000 2.751499 -0.02 -0.01 0.05 -0.0009
O 0.745364 2.324135 0.894069 0.02 0.18 -0.24 0.0236
P 2.474294 0.278110 2.829198 0.08 -0.15 -0.32 0.0094
O 1.679907 -0.652796 3.857394 -0.04 -0.08 0.08 0.0001
O 3.934247 0.279346 3.074823 0.02 0.06 -0.01 -0.0005
O 1.952713 -0.035010 1.442006 -0.15 -0.23 0.12 0.0132
H 3.006477 3.792345 3.051266 0.00 0.00 0.00 0.0000
H 3.076393 2.839000 1.694856 -0.03 0.00 0.01 -0.0002
H 3.962267 2.370262 3.021429 -0.02 -0.01 -0.01 0.0001
H 1.662186 3.270136 4.974063 0.00 0.01 -0.02 0.0000
H 2.783117 1.906541 5.242270 0.00 0.00 0.01 0.0000
H 1.043656 1.627520 5.161890 0.00 0.00 0.01 0.0000
H -1.313332 2.108731 3.438871 0.01 -0.03 -0.02 0.0000
H 2.273999 -0.988669 4.542475 -0.04 0.01 -0.01 0.0000
N -1.274816 -0.889642 -1.540401 0.29 0.27 0.56 -0.0066
P -0.379092 -1.456394 -0.161432 -0.34 0.05 -0.49 -0.0247
C 0.613594 -2.851694 -0.659597 -0.07 -0.21 -0.04 -0.0323
C 0.043087 -4.114029 -0.835364 0.03 -0.01 0.01 -0.0004
C 0.823314 -5.163907 -1.284909 0.03 0.04 0.01 -0.0012
C 2.172907 -4.956590 -1.549803 -0.01 -0.05 -0.01 0.0005
C 2.744512 -3.708055 -1.363649 0.01 0.04 0.01 0.0044
C 1.966342 -2.649962 -0.915765 0.03 0.00 -0.01 -0.0067
C -1.573899 -2.029793 1.060184 -0.02 0.01 -0.05 0.0058
C -2.852565 -2.462324 0.714726 -0.02 -0.02 0.00 -0.0043
C -3.719345 -2.919889 1.695892 0.03 0.01 -0.05 -0.0001
C -3.311390 -2.948440 3.021015 0.02 0.00 0.05 -0.0004
C -2.037685 -2.520255 3.369246 -0.04 -0.01 -0.01 0.0005
C -1.168979 -2.059380 2.393457 0.10 0.05 0.02 -0.0117
P -0.656555 0.724810 -1.558547 -0.14 -0.39 -0.03 -0.0734
C -2.026316 1.836085 -1.850177 0.01 0.09 0.09 -0.0102
C -2.135958 2.964895 -1.039849 -0.04 -0.03 -0.01 -0.0054
C -3.179105 3.856332 -1.249303 0.01 -0.02 0.00 -0.0007
C -4.103712 3.614577 -2.253698 -0.02 0.05 0.02 0.0003
C -3.993894 2.488712 -3.060886 0.02 -0.05 -0.01 -0.0009
C -2.952035 1.598428 -2.866342 0.00 0.03 -0.02 -0.0003
C 0.488732 0.774077 -2.945736 -0.16 -0.09 -0.17 0.0143
C 1.583799 1.628831 -2.868810 0.03 0.13 0.02 -0.0084
C 2.494939 1.679610 -3.913704 -0.01 0.01 0.01 0.0017
C 2.313977 0.874487 -5.027564 -0.02 -0.04 -0.04 -0.0001
C 1.225151 0.013290 -5.103438 0.04 0.04 0.01 0.0006
C 0.313337 -0.040655 -4.063301 0.02 -0.02 0.03 -0.0004
H -2.276177 -1.028255 -1.584630 0.02 -0.10 -0.19 0.0010
H -1.004411 -4.278372 -0.612875 -0.01 0.01 0.00 -0.0001
H 0.386263 -6.143406 -1.422658 0.00 -0.01 0.00 -0.0001
H 2.783036 -5.780534 -1.895719 0.00 0.00 0.00 0.0000
H 3.797394 -3.556966 -1.558358 0.01 0.00 0.00 0.0002
H 2.415044 -1.678030 -0.747496 -0.01 0.01 0.00 0.0250
H -3.187598 -2.463073 -0.315657 0.01 0.01 -0.02 -0.0004
H -4.710799 -3.256111 1.424750 0.00 0.00 -0.01 -0.0001
H -3.990013 -3.305507 3.784100 0.00 0.00 0.01 0.0000
H -1.720591 -2.540105 4.403050 0.00 0.00 0.01 0.0000
H -0.178955 -1.717779 2.674440 -0.01 0.00 -0.02 0.0017
H -1.408368 3.142014 -0.256380 0.00 0.00 -0.01 0.0112
H -3.267427 4.735768 -0.626295 0.00 0.01 0.00 0.0000
H -4.917458 4.309433 -2.413856 0.00 0.00 0.00 0.0000
H -4.716991 2.311294 -3.845284 0.00 0.00 0.00 -0.0001
H -2.857596 0.731157 -3.509988 0.01 -0.01 -0.01 -0.0004
H 1.721786 2.265091 -2.000182 -0.01 -0.02 0.01 -0.0038
H 3.346474 2.343956 -3.857992 0.00 0.01 0.01 -0.0001
H 3.027865 0.911335 -5.839472 0.00 0.00 -0.01 0.0000
H 1.092725 -0.619098 -5.970706 0.00 0.00 -0.01 -0.0001
H -0.517519 -0.733376 -4.105520 -0.01 0.00 0.01 -0.0007
```
Positions in Å, forces in eV/Å.

Properties
2S+1: 2
Calculated total energy, eV: -117482.664
Charge: +1
HOMO-LUMO gap (alpha / beta), Eh: 0.337 / 0.351
HOMO level (alpha / beta), eV: -11.912 / -11.928

[2]
Here is a cluster of 12 separate species, F6H22O11P in total from OMol25. Energies are from ωB97M-V with the def2-TZVPD basis set.

```
40
Properties=species:S:1:pos:R:3:forces:R:3:mulliken_charge:R:1
P -18.781764 19.642322 3.799037 0.47 1.69 1.46 1.5446
F -17.616289 18.815230 3.066567 0.14 -0.79 0.08 -0.0698
F -18.209576 19.191136 5.262560 0.12 0.13 -0.27 -0.3519
F -17.767431 20.940070 3.842586 -0.24 -0.48 -0.52 -0.4574
F -19.876878 20.604116 4.524960 0.00 -0.49 -0.45 -0.4365
F -19.361359 19.989458 2.337546 -0.16 0.52 -0.02 -0.5354
F -19.771082 18.402605 3.872023 -0.30 -0.85 -0.17 -0.2469
O -22.184297 17.469364 2.417316 0.12 -0.04 0.35 -0.6364
H -22.889355 17.226435 3.027830 0.12 0.05 -0.06 0.2992
H -21.399949 17.577086 2.982421 -0.32 0.00 -0.34 0.3581
O -20.800792 19.667358 7.182518 0.40 -0.40 -0.08 -0.7010
H -20.128326 18.992569 7.419933 -0.63 0.45 -0.04 0.4261
H -20.688179 19.791189 6.228187 -0.02 0.10 0.30 0.2971
O -18.576368 22.535736 1.557551 0.00 -0.35 0.05 -0.6903
H -18.976724 21.705431 1.882618 0.14 0.58 -0.17 0.3395
H -18.113437 22.880677 2.330764 -0.09 -0.11 -0.08 0.3430
O -14.758828 19.496441 2.881715 -0.57 0.12 0.12 -0.7107
H -15.714638 19.278969 2.939883 0.58 0.22 -0.05 0.2062
H -14.651948 20.268665 3.451870 -0.10 -0.10 -0.14 0.3461
O -16.890800 20.083312 0.301588 0.00 0.40 0.13 -0.6270
H -17.327399 20.894135 0.629145 0.23 -0.31 -0.12 0.3678
H -15.976674 20.147671 0.613068 -0.23 -0.03 0.02 0.2785
O -15.072924 16.949879 4.284446 -0.35 -0.09 -0.19 -0.6636
H -14.725812 17.850998 4.217338 -0.07 -0.30 -0.18 0.3766
H -15.499548 16.787550 3.412017 0.51 0.19 0.52 0.3652
O -16.844636 21.622557 6.618532 -0.04 0.01 0.08 -0.6671
H -16.306793 21.502331 5.830577 -0.14 -0.04 -0.01 0.2980
H -17.635380 21.094035 6.440631 0.16 0.07 0.02 0.3494
O -15.781858 16.473918 1.597743 -0.34 -0.05 -0.41 -0.6840
H -16.454815 16.977662 1.109022 0.08 -0.09 0.14 0.3349
H -16.069387 15.554413 1.509798 -0.03 0.19 0.11 0.3122
O -18.350670 15.427939 3.298687 0.02 0.06 0.13 -0.6588
H -18.263245 16.308281 2.909530 -0.01 -0.17 0.05 0.2468
H -18.103763 15.550371 4.223670 0.08 0.05 -0.18 0.3371
O -19.005010 17.382776 0.711810 0.23 0.10 0.10 -0.7014
H -19.030223 18.013280 -0.020315 0.08 -0.07 0.20 0.2956
H -18.922912 17.949441 1.493744 -0.09 0.00 -0.37 0.2021
O -18.885643 17.573977 7.398273 0.04 -0.19 -0.47 -0.7080
H -18.840684 16.611257 7.403701 -0.06 0.16 0.04 0.2823
H -18.852846 17.826491 6.455770 0.27 -0.12 0.43 0.3399
```
Positions in Å, forces in eV/Å.

Properties
Calculated total energy, eV: -48483.953
Charge: -1
HOMO-LUMO gap, Eh: 0.393
HOMO level, eV: -8.036

[3]
Here is a cluster of 2 separate species, CH3O2S in total from OMol25. Energies are from ωB97M-V with the def2-TZVPD basis set.

```
7
Properties=species:S:1:pos:R:3:forces:R:3:mulliken_charge:R:1
S 1.408694 -1.161867 -1.670233 -0.18 -0.04 0.06 -0.5912
H 1.156251 -0.046948 -2.357125 0.10 0.11 -0.22 0.0615
O -1.758838 0.684883 1.865633 -0.24 0.07 0.00 -0.6202
C -0.752674 0.503774 1.188589 0.81 -0.19 -0.04 0.1327
O -0.583048 -0.286809 0.211001 -1.03 -0.30 -0.09 -0.5637
H 0.178626 1.055962 1.459159 0.00 0.24 0.11 0.2450
H 0.350991 -0.748992 -0.697021 0.53 0.11 0.18 0.3358
```
Positions in Å, forces in eV/Å.

Properties
Calculated total energy, eV: -16017.375
Charge: -1
HOMO-LUMO gap, Eh: 0.315
HOMO level, eV: -4.711

[4]
Here is a structure of composition C3H3NS from OMol25. Energies are from ωB97M-V with the def2-TZVPD basis set.

```
8
Properties=species:S:1:pos:R:3:forces:R:3:mulliken_charge:R:1
C 0.133389 -1.109590 0.057674 0.70 1.62 -0.62 -0.0823
C -0.725085 0.025935 0.005354 -3.39 0.92 0.20 0.0117
C 0.548310 0.886018 -0.036346 -1.10 -2.74 -0.41 -0.1171
N 1.231803 -0.480858 -0.189597 0.33 -0.24 0.17 -0.4851
S -2.377319 0.182212 -0.067218 2.26 0.05 -0.01 -0.2614
H -0.122984 -2.103138 0.157017 0.08 -2.25 0.16 0.4148
H 0.619624 1.486086 -0.923469 0.45 1.00 0.33 0.2700
H 0.692259 1.113334 0.996588 0.67 1.65 0.19 0.2494
```
Positions in Å, forces in eV/Å.

Properties
Calculated total energy, eV: -15482.046
Charge: 0
HOMO-LUMO gap, Eh: 0.294
HOMO level, eV: -9.118

Energy relative to the best compared isomer or geometry (same formula, charge and spin), respectively: 4.7; 6.2; 9.3; 39.5 kcal per mole.